Entry from OMol25: a 2-piece molecular cluster, C4H7P overall at a distorted geometry (ωB97M-V/def2-TZVPD).

Values from the calculation:
Orbital gap (alpha / beta)   0.2385 / 0.2872 Ha
Highest occupied orbital energy (alpha / beta)   -6.52 / -7.09 eV
LUMO level (alpha / beta)   -0.03 / 0.73 eV
DFT total energy   -13543.8337 eV

XYZ file:
```
12
Properties=species:S:1:pos:R:3:nbo_charge:R:1
C -1.359 0.606 0.405 -0.130
C -0.475 0.289 -0.543 0.043
C -0.580 -0.667 0.443 -0.156
C 0.059 0.402 -1.882 -0.656
P 1.773 -0.168 2.064 -0.179
H -2.147 1.210 0.791 0.241
H -0.784 -1.668 0.635 0.218
H 0.701 1.313 -2.140 0.255
H -0.853 0.413 -2.609 0.242
H 0.518 -0.468 -2.036 0.225
H 1.972 -0.791 0.944 -0.069
H 1.966 -1.211 3.008 -0.033
```

Entry from OMol25: the molecule C4H7P at a distorted geometry (ωB97M-V/def2-TZVPD).

Values from the calculation:
Orbital gap   0.3233 Ha
Highest occupied orbital energy   -8.69 eV
LUMO level   0.10 eV
DFT total energy   -13545.9405 eV
SMILES   C#CP(C)C

XYZ file:
```
12
Properties=species:S:1:pos:R:3:nbo_charge:R:1
C -1.366 -1.536 1.914 -0.159
C -0.702 -0.774 0.939 -0.440
P -0.187 0.827 0.478 0.847
C -0.854 0.750 -1.177 -0.942
C 1.580 0.360 -0.005 -0.917
H -1.511 -2.507 2.279 0.215
H -0.114 1.163 -1.786 0.227
H -1.926 1.119 -1.382 0.242
H -0.836 -0.316 -1.205 0.237
H 1.960 0.242 0.985 0.229
H 2.196 1.228 -0.495 0.234
H 1.760 -0.555 -0.545 0.226
```

Entry from OMol25: C4H8 as an isolated structure at a distorted geometry (ωB97M-V/def2-TZVPD).

Values from the calculation:
Total charge   -1
Orbital gap (alpha / beta)   0.1498 / 0.2437 Ha
Highest occupied orbital energy (alpha / beta)   0.56 / -2.04 eV
LUMO level (alpha / beta)   4.63 / 4.59 eV
DFT total energy   -4271.5015 eV
2S+1   2

XYZ file:
```
12
Properties=species:S:1:pos:R:3:mulliken_spin:R:1
C 1.733 0.288 0.660 0.198
C 0.927 0.508 -0.461 0.427
C -2.542 0.036 0.239 -0.044
C 0.603 -0.833 -0.545 0.261
H 2.773 0.214 0.635 0.034
H 0.854 1.206 -1.353 0.027
H -2.885 1.128 0.302 0.013
H -3.026 -0.460 1.105 -0.001
H -2.692 -0.610 -0.591 -0.015
H 0.834 -1.633 -1.210 0.082
H -1.415 0.071 0.195 0.066
H 1.233 0.090 1.563 -0.048
```

The calculation returns the following relative energy (zero: lowest compared OMol25 entry of this formula, charge and spin) values, one per record and in order: 5.440, 3.333, 4.035 eV.